130
Properties=species:S:1:pos:R:3:forces:R:3:mulliken_charge:R:1 method="wB97M-V/def2-TZVPD" gap_ev=5.3 largest_force_ev_per_a=0.22 total_charge=-2 molar_mass_g_mol=1045.26 de_lowest_kcal_mol=0.0
K -0.003 -0.988 0.350 -0.113 0.040 -0.035 2.243
O -2.059 -1.975 -0.938 0.050 0.057 0.071 -0.969
C -2.877 -2.895 -0.392 -0.009 -0.013 0.061 1.545
C -3.895 -2.224 0.607 0.022 0.036 0.014 -1.773
C -3.248 -1.199 1.494 -0.001 0.010 -0.025 0.463
C -3.345 0.157 1.200 -0.012 0.008 0.006 -0.547
C -2.735 1.070 2.047 -0.009 0.007 -0.028 -0.421
C -2.015 0.608 3.133 0.000 -0.049 0.066 -0.300
C -1.913 -0.766 3.330 0.000 0.070 0.010 -0.088
C -1.025 -1.354 4.388 0.006 -0.006 -0.022 -1.482
C 0.499 -1.039 4.096 -0.016 0.077 -0.005 2.213
O 0.719 -0.917 2.771 -0.096 -0.166 -0.112 -0.877
C 0.991 0.238 4.827 -0.015 -0.007 0.006 -0.457
C 0.418 0.816 5.957 0.006 0.002 -0.004 0.473
C 0.952 1.969 6.528 -0.008 -0.008 0.004 -0.955
C 2.083 2.559 5.988 -0.008 0.003 0.015 -0.517
C 2.671 1.987 4.864 -0.001 -0.009 -0.021 -0.753
C 2.124 0.852 4.290 0.003 0.006 0.004 -0.642
C 1.257 -2.255 4.693 0.003 0.000 0.007 -0.437
C 1.455 -3.353 3.857 -0.019 -0.004 -0.022 -0.594
C 2.064 -4.506 4.326 0.017 -0.010 0.012 -0.788
C 2.500 -4.584 5.645 -0.016 0.012 -0.015 -0.489
C 2.313 -3.497 6.484 0.014 -0.009 -0.010 -0.877
C 1.693 -2.344 6.010 0.019 -0.006 0.016 -0.245
N -2.549 -1.639 2.545 0.025 0.000 -0.010 -0.073
C -2.049 -4.027 0.271 0.005 -0.045 -0.023 -0.241
C -2.236 -4.557 1.543 0.006 0.019 0.016 0.362
C -1.392 -5.547 2.039 -0.017 0.002 -0.012 -0.976
C -0.354 -6.040 1.266 0.010 0.006 -0.004 -0.540
C -0.163 -5.529 -0.014 -0.008 -0.014 0.006 -0.432
C -1.000 -4.537 -0.497 0.003 0.007 0.023 -0.478
C -3.776 -3.583 -1.455 0.007 -0.012 -0.011 -0.271
C -4.605 -4.664 -1.166 -0.004 -0.014 0.008 -0.007
C -5.418 -5.220 -2.145 0.014 0.004 0.011 -0.946
C -5.408 -4.704 -3.435 -0.001 0.000 -0.006 -0.410
C -4.577 -3.631 -3.732 0.007 0.003 0.002 -0.927
C -3.768 -3.076 -2.748 -0.003 -0.005 -0.003 -0.318
H -4.427 -2.962 1.215 0.006 -0.014 -0.007 0.546
H -4.637 -1.721 -0.016 0.011 -0.005 -0.016 0.588
H -3.877 0.478 0.314 0.000 -0.004 -0.002 0.351
H -2.789 2.132 1.836 -0.004 -0.004 -0.004 0.339
H -1.486 1.288 3.789 0.000 0.002 -0.006 0.535
H -1.161 -2.434 4.334 0.008 -0.001 -0.003 0.462
H -1.334 -1.039 5.388 0.000 -0.014 0.008 0.692
H -0.462 0.378 6.411 -0.003 -0.006 -0.008 0.311
H 0.473 2.405 7.399 0.007 0.005 0.001 0.409
H 2.497 3.457 6.430 0.004 -0.001 -0.003 0.371
H 3.548 2.441 4.417 0.000 0.005 0.005 0.401
H 2.538 0.418 3.388 0.019 0.001 0.004 0.512
H 1.114 -3.278 2.831 0.000 0.033 0.034 0.425
H 2.199 -5.347 3.656 0.002 -0.004 0.004 0.410
H 2.984 -5.483 6.011 0.001 -0.002 0.000 0.354
H 2.653 -3.539 7.513 0.003 -0.005 0.000 0.399
H 1.563 -1.501 6.679 -0.006 0.005 -0.007 0.348
H -3.006 -4.160 2.188 -0.003 0.002 -0.004 0.301
H -1.538 -5.914 3.049 0.005 -0.003 0.001 0.366
H 0.311 -6.800 1.660 0.001 -0.001 -0.001 0.409
H 0.652 -5.893 -0.630 0.000 -0.001 0.001 0.397
H -0.845 -4.112 -1.483 0.006 -0.003 -0.003 0.410
H -4.603 -5.086 -0.166 0.002 0.000 0.000 0.332
H -6.055 -6.064 -1.903 -0.001 0.000 -0.001 0.375
H -6.038 -5.139 -4.203 0.000 0.001 -0.002 0.357
H -4.556 -3.225 -4.737 -0.003 -0.006 -0.002 0.398
H -3.102 -2.242 -2.938 -0.004 0.003 -0.001 0.353
C 0.107 1.306 -4.798 0.016 -0.031 0.058 -1.374
Sb -0.129 1.097 -2.618 -0.015 0.041 -0.030 -1.007
C 1.743 0.212 -2.176 0.016 -0.004 -0.008 0.949
C 2.817 0.850 -1.509 -0.017 0.034 -0.028 -0.372
C 4.039 0.155 -1.206 0.053 -0.002 0.025 -1.388
C 5.044 0.757 -0.500 -0.015 -0.038 0.003 -0.809
C 4.906 2.083 -0.071 0.003 0.008 -0.018 -1.290
C 3.735 2.716 -0.443 -0.024 0.022 0.027 -0.187
N 2.748 2.168 -1.138 0.028 -0.046 -0.043 0.774
Si 1.869 -1.531 -2.731 0.012 0.056 -0.004 0.496
C 0.247 -2.175 -3.442 0.016 -0.003 0.008 -0.806
C 3.171 -1.788 -4.087 0.000 -0.012 -0.024 -1.448
C 2.277 -2.751 -1.328 -0.059 -0.006 0.033 -0.499
C 0.062 3.270 -2.130 0.044 0.042 -0.088 2.642
C 0.283 3.305 -0.639 -0.008 -0.024 0.051 -1.184
C 0.527 4.497 0.051 0.011 -0.010 0.041 -0.587
C 0.718 4.474 1.422 -0.008 -0.006 -0.050 -2.054
C 0.659 3.265 2.093 -0.009 0.018 0.017 -0.373
C 0.367 2.131 1.350 0.008 0.066 0.005 -0.333
N 0.152 2.153 0.035 0.060 -0.048 0.060 1.023
Si 1.385 4.097 -3.215 -0.127 -0.039 0.062 1.027
C 2.169 5.629 -2.433 0.029 -0.001 -0.001 -1.413
C 2.840 3.109 -3.888 0.019 -0.033 -0.022 -0.832
C 0.559 4.787 -4.781 0.027 0.019 -0.009 -1.306
Si -1.694 3.958 -2.324 0.085 0.018 -0.034 0.720
C -2.779 3.280 -0.954 -0.029 -0.012 0.033 -0.843
C -1.776 5.842 -2.146 -0.030 0.009 0.005 -1.211
C -2.547 3.512 -3.941 -0.021 -0.019 0.009 -1.192
H 0.135 0.283 -5.177 -0.006 0.005 -0.014 0.383
H 1.025 1.803 -5.101 -0.009 0.014 -0.021 0.398
H -0.756 1.808 -5.237 0.007 0.007 -0.008 0.385
H 4.171 -0.869 -1.530 -0.011 0.000 -0.010 0.326
H 5.947 0.198 -0.272 -0.006 -0.007 -0.004 0.406
H 5.667 2.590 0.506 -0.009 0.015 0.002 0.406
H 3.574 3.757 -0.159 0.013 -0.002 0.003 0.132
H -0.052 -1.678 -4.368 -0.003 0.001 -0.008 0.382
H -0.579 -2.095 -2.723 0.000 -0.011 0.002 -0.135
H 0.381 -3.238 -3.676 -0.003 0.001 0.006 0.474
H 2.886 -1.215 -4.974 0.005 0.000 0.000 0.249
H 3.243 -2.844 -4.370 0.005 0.002 -0.003 0.378
H 4.163 -1.448 -3.780 -0.007 0.003 0.002 0.360
H 1.347 -3.191 -0.954 0.033 -0.012 0.018 -0.520
H 2.785 -2.279 -0.485 0.011 -0.004 0.006 0.347
H 2.901 -3.584 -1.668 0.003 0.008 -0.023 0.460
H 0.578 5.431 -0.488 -0.001 -0.002 -0.008 0.681
H 0.921 5.396 1.956 0.000 -0.002 0.004 0.317
H 0.834 3.186 3.157 -0.002 -0.009 -0.001 0.370
H 0.322 1.168 1.856 0.002 -0.009 -0.008 -0.062
H 2.713 5.380 -1.521 -0.001 0.027 0.009 0.341
H 1.453 6.424 -2.212 -0.009 -0.010 0.009 0.306
H 2.890 6.023 -3.157 0.003 -0.007 0.000 0.398
H 3.750 3.378 -3.348 0.000 0.004 0.004 0.375
H 2.980 3.348 -4.948 -0.009 0.013 0.004 0.489
H 2.712 2.032 -3.788 0.009 -0.008 0.006 -0.081
H -0.269 5.470 -4.587 -0.002 0.004 -0.015 0.304
H 0.201 3.992 -5.437 0.001 -0.002 0.003 0.342
H 1.329 5.342 -5.327 -0.013 0.007 -0.009 0.359
H -2.487 3.689 0.016 -0.004 0.003 0.000 0.173
H -2.695 2.192 -0.897 -0.003 -0.009 -0.004 -0.234
H -3.826 3.539 -1.137 -0.002 0.000 0.000 0.638
H -1.549 6.140 -1.121 0.012 0.001 -0.003 0.310
H -2.796 6.173 -2.365 0.002 0.001 -0.004 0.448
H -1.100 6.375 -2.815 0.009 0.004 0.012 0.306
H -2.685 2.431 -4.012 0.002 0.003 -0.010 0.286
H -2.017 3.852 -4.830 0.005 -0.001 -0.001 0.330
H -3.540 3.972 -3.939 0.000 0.001 0.003 0.429

=====

130
Properties=species:S:1:pos:R:3:forces:R:3:mulliken_charge:R:1 method="wB97M-V/def2-TZVPD" gap_ev="5.5 / 5.3" largest_force_ev_per_a=0.90 total_charge=-1 molar_mass_g_mol=1119.09 de_lowest_kcal_mol=0.0
Sn -0.702 -0.342 -0.026 0.202 -0.127 0.222 0.867
C 4.558 -1.580 2.185 -0.073 0.074 0.013 -1.992
C 3.666 -1.780 0.956 0.084 -0.055 0.000 2.310
C 3.876 -3.181 0.370 -0.034 0.056 0.031 -1.293
C 3.900 -0.728 -0.127 -0.173 -0.082 0.023 0.737
C 5.186 -0.654 -0.640 0.072 0.050 -0.060 -0.194
C 5.472 0.138 -1.734 -0.062 -0.038 -0.006 -1.329
C 4.424 0.780 -2.361 0.078 -0.104 -0.012 -0.572
C 3.107 0.747 -1.896 0.064 -0.029 -0.121 0.625
C 2.158 1.520 -2.815 -0.145 0.211 0.144 0.547
C 0.761 0.934 -3.013 0.197 -0.096 -0.075 -0.998
C 2.095 2.996 -2.407 0.014 -0.040 0.062 -1.588
C 2.854 0.073 -0.673 0.333 -0.115 -0.024 -0.749
N 1.661 0.189 0.092 -0.348 -0.272 0.008 0.645
C 1.892 0.406 1.389 0.164 0.385 -0.173 -0.568
C 0.959 0.332 2.417 -0.062 -0.265 0.337 -1.042
N -0.294 -0.101 2.290 0.152 -0.153 -0.531 1.362
C -1.178 0.097 3.378 -0.323 0.024 0.329 0.027
C -1.279 1.357 4.024 0.057 0.138 -0.217 0.196
C -2.204 1.531 5.049 -0.068 -0.039 0.108 -0.737
C -3.033 0.513 5.471 0.072 -0.021 -0.061 -1.478
C -2.911 -0.722 4.864 -0.038 0.044 0.081 -0.905
C -1.999 -0.963 3.842 0.113 -0.123 0.085 0.528
C -1.934 -2.424 3.403 0.147 0.102 -0.212 0.351
C -0.511 -2.984 3.337 -0.157 0.030 0.055 -1.391
C -2.728 -2.686 2.121 -0.005 -0.015 0.150 -1.279
C -0.461 2.592 3.661 0.023 -0.031 0.200 3.723
C -1.341 3.834 3.467 -0.051 -0.051 0.186 -1.839
C 0.592 2.889 4.737 -0.034 -0.057 -0.067 -1.656
H 4.223 -2.220 3.003 0.028 -0.039 -0.015 0.434
H 4.528 -0.546 2.533 0.024 -0.023 0.024 0.355
H 5.599 -1.832 1.969 0.011 0.017 -0.018 0.390
H 2.633 -1.728 1.293 0.015 -0.004 -0.034 -1.117
H 4.868 -3.282 -0.074 0.022 -0.022 0.042 0.297
H 3.145 -3.382 -0.412 -0.022 -0.035 -0.090 0.214
H 3.764 -3.940 1.148 -0.002 0.004 -0.005 0.444
H 5.980 -1.229 -0.176 -0.040 -0.064 -0.006 0.323
H 6.479 0.213 -2.125 0.004 0.008 0.018 0.365
H 4.627 1.348 -3.263 -0.038 0.006 -0.007 0.411
H 2.643 1.485 -3.795 0.052 0.039 0.031 0.657
H 0.415 0.491 -2.092 -0.216 -0.016 0.065 -0.704
H 0.750 0.160 -3.786 -0.014 0.034 0.052 0.296
H 0.045 1.705 -3.292 -0.030 0.021 0.024 0.483
H 1.522 3.110 -1.488 -0.049 0.045 0.106 0.163
H 1.602 3.584 -3.185 -0.040 -0.012 0.026 0.451
H 3.101 3.398 -2.256 -0.030 -0.002 0.012 0.408
H 2.899 0.694 1.687 -0.029 0.006 0.015 0.526
H 1.319 0.591 3.408 -0.021 0.082 -0.028 0.337
H -2.283 2.502 5.521 0.040 0.024 -0.020 0.339
H -3.741 0.667 6.276 -0.019 0.020 -0.021 0.347
H -3.519 -1.548 5.217 -0.004 -0.005 -0.028 0.386
H -2.441 -2.978 4.198 -0.026 0.041 0.009 0.605
H 0.024 -2.573 2.491 0.145 0.033 -0.126 -0.056
H -0.538 -4.072 3.234 -0.005 0.007 -0.007 0.463
H 0.036 -2.735 4.250 0.024 -0.032 -0.020 0.405
H -2.254 -2.242 1.251 0.020 0.004 -0.090 0.141
H -3.735 -2.271 2.203 0.000 -0.015 -0.009 0.358
H -2.810 -3.762 1.941 0.015 0.008 -0.056 0.373
H 0.044 2.411 2.715 -0.070 0.013 0.029 -1.979
H -1.628 4.275 4.426 0.028 0.008 0.051 0.604
H -2.244 3.589 2.910 0.047 0.052 0.011 0.297
H -0.796 4.589 2.897 -0.117 -0.041 0.144 0.262
H 0.116 3.014 5.712 0.021 0.033 0.019 0.349
H 1.122 3.813 4.492 0.012 0.002 0.011 0.403
H 1.327 2.087 4.828 0.002 0.016 0.034 0.343
C -0.893 9.375 0.262 0.019 -0.073 -0.014 -1.517
C -0.963 7.870 0.241 0.020 0.024 0.007 0.698
C -2.047 7.200 -0.308 0.035 0.014 0.018 -1.008
C -2.118 5.810 -0.327 -0.036 -0.044 -0.085 0.834
C -3.338 5.162 -0.925 0.028 0.098 0.009 -1.454
C -1.072 5.037 0.205 0.017 -0.146 0.224 -0.502
Te -1.194 2.892 0.207 0.036 0.448 -0.784 0.501
C 0.027 5.709 0.769 0.019 0.095 -0.031 1.194
C 1.206 4.998 1.389 -0.030 -0.029 -0.026 -0.783
C 0.061 7.102 0.774 -0.030 -0.003 -0.022 -0.885
H -1.848 9.815 -0.027 0.003 0.014 0.002 0.347
H -0.130 9.745 -0.428 -0.010 0.020 -0.001 0.287
H -0.636 9.740 1.258 -0.008 0.031 -0.007 0.340
H -2.867 7.776 -0.729 -0.014 -0.013 0.009 0.213
H -4.034 5.915 -1.303 0.016 0.005 0.011 0.382
H -3.850 4.557 -0.172 -0.002 -0.039 -0.049 0.155
H -3.059 4.492 -1.740 -0.037 -0.057 0.044 0.211
H 0.969 3.964 1.638 0.057 0.057 -0.082 -0.847
H 1.528 5.515 2.296 0.017 0.020 -0.012 0.464
H 2.051 4.988 0.697 0.035 -0.070 -0.037 0.443
H 0.921 7.601 1.215 -0.005 -0.007 0.024 0.368
N -5.792 -0.334 0.053 -0.131 0.081 -0.092 -0.509
C -4.547 0.221 -0.197 -0.032 0.084 0.086 0.350
N -4.469 1.566 -0.115 -0.206 -0.193 -0.075 -0.187
O -3.603 -0.488 -0.520 -0.142 -0.282 0.036 -0.167
H -6.464 0.176 0.599 0.025 -0.014 0.035 0.190
H -5.800 -1.333 0.152 0.079 -0.014 0.046 0.242
H -5.233 2.101 0.254 0.022 0.055 0.034 0.190
H -3.539 1.992 -0.142 0.040 0.117 0.018 -0.475
C -0.043 -2.505 -0.170 0.558 0.305 -0.185 -0.980
Ge -0.027 -3.473 -1.838 -0.269 -0.416 -0.357 2.903
C -0.628 -5.342 -1.578 0.046 0.183 0.022 -0.334
C -0.697 -6.208 -2.670 -0.027 0.031 0.007 -0.416
C -1.113 -7.522 -2.516 -0.007 -0.020 0.010 -0.703
C -1.486 -7.989 -1.262 0.016 0.024 -0.026 -0.447
C -1.439 -7.136 -0.169 -0.024 -0.049 0.036 -0.601
C -1.009 -5.824 -0.329 0.072 0.091 -0.006 -0.524
C 1.712 -3.593 -2.773 -0.031 0.141 0.296 -0.417
C 2.398 -4.791 -2.964 -0.060 0.004 0.046 -0.321
C 3.646 -4.808 -3.575 0.058 -0.007 -0.021 -0.853
C 4.233 -3.623 -3.998 -0.042 0.004 -0.027 -0.686
C 3.570 -2.419 -3.801 0.026 0.015 -0.008 -0.976
C 2.325 -2.410 -3.191 -0.084 -0.002 0.063 0.652
C -1.296 -2.673 -3.109 0.084 0.082 0.124 0.207
C -0.949 -2.307 -4.408 0.037 -0.048 -0.018 -0.397
C -1.865 -1.673 -5.237 -0.008 -0.002 -0.012 -0.555
C -3.146 -1.401 -4.776 -0.011 -0.019 0.011 -0.599
C -3.508 -1.767 -3.487 -0.049 -0.007 -0.033 -0.471
C -2.588 -2.397 -2.663 0.121 -0.036 0.043 -0.408
H 0.885 -2.741 0.368 -0.163 -0.043 0.160 -0.061
H -0.424 -5.845 -3.656 0.001 -0.031 -0.014 0.430
H -1.147 -8.185 -3.373 -0.018 0.011 -0.005 0.380
H -1.813 -9.015 -1.139 -0.005 0.000 0.005 0.370
H -1.737 -7.494 0.809 0.008 0.011 0.003 0.411
H -0.966 -5.158 0.528 -0.013 -0.025 0.018 0.374
H 1.963 -5.722 -2.621 -0.004 -0.024 -0.013 0.403
H 4.166 -5.748 -3.712 -0.008 -0.002 -0.004 0.394
H 5.202 -3.637 -4.481 0.016 -0.005 0.031 0.383
H 4.027 -1.485 -4.104 0.008 -0.005 0.015 0.499
H 1.825 -1.464 -3.013 0.077 -0.045 -0.051 -0.106
H 0.051 -2.512 -4.776 0.005 0.025 -0.004 0.367
H -1.577 -1.378 -6.238 0.011 -0.019 -0.004 0.407
H -3.858 -0.895 -5.416 0.003 0.004 -0.001 0.374
H -4.500 -1.544 -3.115 0.024 0.024 0.028 0.411
H -2.865 -2.649 -1.645 -0.068 0.056 -0.032 0.130

=====

Number 1: total energy -113156.380 eV. Number 2: total energy -135772.030 eV.